Entry from the OMol25 dataset: a structure of composition C27H28BrF4KNO2PS3 in a non-equilibrium geometry (ωB97M-V with the def2-TZVPD basis set).

Each line ends with the Mulliken charge.
Geometry (Å):
K 0.602 -1.099 0.717  0.85
C 0.424 -4.068 3.734  -0.86
C 1.548 -3.203 4.313  -0.86
S 2.263 -2.079 3.098  0.04
C 2.221 -0.482 3.956  -0.75
C 0.873 0.008 4.503  -0.91
S -0.448 0.174 3.268  0.13
C -1.816 -0.739 4.003  -0.84
C -1.596 -2.223 4.309  -0.79
S -0.939 -3.194 2.930  -0.02
H 0.820 -4.720 2.953  0.39
H 0.021 -4.719 4.512  0.46
H 1.188 -2.634 5.169  0.37
H 2.330 -3.866 4.686  0.48
H 2.937 -0.497 4.780  0.51
H 2.610 0.208 3.203  0.37
H 0.514 -0.646 5.299  0.37
H 1.033 0.987 4.956  0.54
H -2.136 -0.235 4.917  0.44
H -2.624 -0.619 3.278  0.38
H -0.919 -2.338 5.155  0.37
H -2.552 -2.651 4.611  0.52
N 1.632 -3.001 -1.114  -0.47
C 3.096 -2.731 -1.087  -0.74
C 3.373 -1.296 -1.510  -0.29
C 2.696 -0.323 -0.547  -0.06
O 2.936 -0.430 0.680  -0.71
O 1.852 0.466 -1.041  -0.19
H 1.459 -3.968 -0.863  0.24
H 1.282 -2.883 -2.060  0.14
H 3.657 -3.423 -1.719  0.39
H 3.443 -2.850 -0.061  0.27
H 2.998 -1.110 -2.520  0.22
H 4.451 -1.120 -1.501  0.35
F -6.282 0.906 -3.021  -0.30
C -5.009 0.908 -2.634  0.65
C -4.171 1.931 -3.029  0.29
F -4.648 2.909 -3.794  -0.30
C -2.851 1.924 -2.621  0.65
F -2.106 2.954 -3.035  -0.37
C -2.316 0.924 -1.826  -0.61
P -0.493 0.799 -1.368  0.01
C 0.063 0.872 -3.117  0.89
C -0.093 -0.316 -3.831  -0.82
C 0.332 -0.420 -5.148  -0.71
C 0.934 0.668 -5.768  -0.54
C 1.089 1.855 -5.064  -0.74
C 0.654 1.957 -3.749  -0.18
C -0.315 2.469 -0.599  0.82
C -1.386 2.993 0.126  -0.39
C -1.266 4.184 0.827  -0.77
C -0.066 4.880 0.815  -0.57
C 1.014 4.361 0.115  -0.78
C 0.898 3.160 -0.573  -0.39
C -3.195 -0.086 -1.437  0.12
Br -2.654 -1.517 -0.307  -0.16
C -4.522 -0.103 -1.833  0.13
F -5.364 -1.069 -1.462  -0.34
H -0.564 -1.169 -3.349  0.36
H 0.195 -1.349 -5.687  0.42
H 1.277 0.591 -6.791  0.39
H 1.545 2.712 -5.543  0.42
H 0.766 2.897 -3.222  0.43
H -2.334 2.467 0.153  0.43
H -2.115 4.566 1.379  0.43
H 0.028 5.816 1.351  0.40
H 1.962 4.885 0.110  0.42
H 1.760 2.744 -1.075  0.38

Cartesian forces, eV/Å:
K -1.06 -0.58 0.23
C 0.13 0.00 0.03
C -0.17 -0.10 0.09
S 0.19 0.01 0.12
C -0.14 0.07 -0.01
C 0.16 -0.11 -0.03
S 0.06 0.25 0.14
C -0.06 -0.14 0.03
C -0.05 0.13 0.07
S -0.09 -0.03 -0.08
H -0.01 0.03 -0.01
H 0.01 -0.01 0.01
H 0.01 0.01 0.00
H -0.02 -0.02 0.03
H 0.01 0.00 0.01
H -0.05 -0.04 -0.02
H -0.01 -0.01 -0.02
H 0.02 0.01 0.01
H -0.02 -0.02 0.01
H 0.03 -0.02 -0.01
H 0.02 0.00 -0.02
H 0.00 0.01 0.03
N 0.40 0.03 0.02
C -0.23 0.02 0.01
C 0.06 -0.05 0.00
C 0.55 0.26 0.06
O 0.62 0.05 -0.32
O 0.39 0.13 -0.11
H 0.00 -0.02 -0.02
H 0.02 0.04 -0.01
H 0.01 -0.04 -0.06
H -0.04 -0.06 0.03
H 0.04 0.01 0.00
H -0.02 -0.02 0.01
F -0.04 -0.02 0.00
C -0.08 0.05 -0.06
C -0.09 -0.02 0.00
F 0.01 0.05 -0.03
C 0.03 0.17 -0.09
F 0.08 -0.06 0.06
C 0.01 -0.14 0.12
P -0.83 0.52 -0.41
C 0.19 -0.05 0.06
C -0.01 -0.03 -0.03
C -0.01 0.05 0.03
C -0.02 0.02 0.09
C -0.03 -0.06 0.00
C -0.01 0.09 -0.01
C 0.08 -0.06 -0.07
C -0.02 -0.02 0.01
C 0.02 -0.02 -0.02
C 0.02 -0.02 -0.02
C -0.06 -0.07 -0.01
C 0.01 0.01 -0.04
C 0.04 -0.07 0.11
Br -0.10 -0.03 0.01
C -0.01 0.02 0.00
F 0.04 -0.06 0.05
H 0.03 0.00 -0.01
H 0.01 0.00 0.00
H -0.01 0.01 0.00
H 0.00 -0.01 0.01
H 0.01 -0.04 0.01
H 0.00 0.02 -0.01
H 0.01 0.00 0.00
H 0.00 -0.01 0.00
H -0.01 0.00 0.00
H -0.02 -0.01 0.01

The molecular weight comes out at 720.7 g mol⁻¹. The calculation puts the energy relative to the best compared isomer or geometry (same formula, charge and spin) at 0.1258 eV. The value obtained for the highest occupied orbital energy is -7.87 eV. Its spin multiplicity is 1. The value obtained for the calculated total energy is -6360.2671 Eh.